Entry 1:
Here is a structure of composition C11H39KO11 in a non-equilibrium geometry from the Open Molecules 2025 dataset. Energies are from wB97M-V/def2-TZVPD.

The geometry in ORCA input format:
```
! wB97M-V def2-TZVPD RIJCOSX def2/J DEFGRID3
* xyz 0 1
K 1.22959 0.42325 3.90627
C 0.75720 -0.67274 -0.47563
C 0.02638 0.52171 0.14925
O -1.17556 0.67791 -0.18931
O 0.58640 1.07029 1.13441
H 0.43578 -1.56885 0.05738
H 1.83594 -0.56663 -0.36787
H 0.52438 -0.84156 -1.52684
C -1.68497 2.47123 3.26726
O -1.61903 1.08451 2.93894
H -2.05943 2.56873 4.28868
H -0.68011 2.90985 3.19020
H -2.38217 3.02547 2.63209
H -1.22689 1.06357 2.04494
C 2.86547 -3.59374 0.39514
O 3.96023 -4.16734 -0.30793
H 3.10166 -2.59679 0.74996
H 1.95696 -3.61278 -0.21463
H 2.64926 -4.24250 1.25586
H 3.69058 -5.00888 -0.67902
C -1.32814 -3.35429 -2.64871
O -1.05130 -3.41422 -1.24663
H -2.31679 -3.77988 -2.84087
H -1.26240 -2.33076 -3.02490
H -0.59276 -3.96281 -3.17564
H -1.64059 -2.74894 -0.85195
C -0.11927 -2.56824 2.91472
O 0.06335 -2.07373 4.26960
H -0.88958 -3.33545 2.91400
H -0.50017 -1.74040 2.31382
H 0.85988 -2.89049 2.56298
H -0.22655 -2.76905 4.86281
C 3.72442 0.53247 -2.38805
O 3.48493 0.41240 -3.78064
H 4.61214 1.12822 -2.18297
H 2.87351 0.97751 -1.86423
H 3.92363 -0.44647 -1.93593
H 2.96159 -0.38310 -3.90779
C -2.12904 4.01640 -0.58727
O -2.94133 2.88489 -0.36931
H -2.81581 4.85000 -0.73747
H -1.55259 4.29871 0.30337
H -1.44803 3.87161 -1.42656
H -2.39070 2.08341 -0.24660
C -0.30489 1.30788 -3.55280
O -1.44856 0.62539 -3.07350
H 0.62082 0.71500 -3.55807
H -0.45253 1.59368 -4.59642
H -0.12394 2.21086 -2.96280
H -1.45125 0.75048 -2.10929
C 1.83937 4.16470 1.23470
O 2.47772 3.10885 0.54598
H 0.76135 4.10263 1.06436
H 2.02380 4.17587 2.31505
H 2.15873 5.12462 0.82973
H 1.90601 2.32737 0.64243
C -3.57118 -1.52690 0.93874
O -3.04187 -1.47874 -0.38011
H -4.03247 -0.56802 1.18505
H -4.23435 -2.38803 1.00022
H -2.80475 -1.70877 1.70835
H -2.41210 -0.73930 -0.40657
*
```

frontier orbital gap = 8.30 eV
LUMO = -1.1 eV
molecular weight = 386.5 g mol⁻¹
DFT total energy = -50885.3246 eV



Entry 2:
Here is a structure of composition C14H34MoN4O2PS2 from the Open Molecules 2025 dataset. Energies are from wB97M-V/def2-TZVPD.

The geometry in ORCA input format:
```
! wB97M-V def2-TZVPD RIJCOSX def2/J DEFGRID3
* xyz 4 2
Mo -0.44388 0.75065 1.00695
C 1.13401 3.45276 2.13254
C 1.86008 2.24337 2.69289
N 1.03036 0.97686 2.61588
C 0.37971 0.66738 3.93952
C -0.55489 -0.49926 3.74512
N -1.53474 -0.14765 2.65564
C -2.57506 0.83192 3.13740
C -3.81118 0.90081 2.24091
C -3.56893 0.65685 0.75960
N -2.35763 1.38350 0.23393
C -2.39913 2.86770 0.41895
C -1.20763 3.45382 -0.30607
N 0.04691 2.64816 -0.00525
C 1.15121 3.48686 0.61282
H 1.61849 4.35379 2.51250
H 0.10353 3.50657 2.51399
H 2.13580 2.38947 3.73705
H 2.77953 2.06180 2.13639
H 1.69309 0.21510 2.45478
H -0.13500 1.56523 4.28209
H 1.14998 0.43280 4.67543
H -1.09120 -0.74368 4.66314
H -0.01203 -1.39184 3.42796
H -2.02034 -1.00931 2.39918
H -2.08699 1.80697 3.24333
H -2.87076 0.53560 4.14540
H -4.28771 1.86846 2.40480
H -4.54603 0.16177 2.56584
H -4.43696 0.98074 0.18301
H -3.41446 -0.39997 0.53547
H -2.34417 1.21288 -0.77529
H -2.36438 3.08755 1.48772
H -3.33848 3.27011 0.03377
H -1.05355 4.48950 -0.01013
H -1.36290 3.44257 -1.38561
H 0.41210 2.35682 -0.91242
H 1.03859 4.50168 0.23404
H 2.09710 3.10361 0.22858
C -0.28785 -4.57998 -5.76730
C -0.03848 -4.94804 -4.33962
O 1.03503 -4.03419 -3.70358
P 1.23106 -2.53424 -3.67790
S 0.25993 -0.76114 -0.16696
S -0.03064 -1.20675 -4.01886
O 2.67008 -2.22168 -3.29941
C 3.87331 -3.19238 -3.30709
C 4.88339 -2.66303 -2.34223
H -0.95632 -5.34099 -6.17719
H 0.62866 -4.61101 -6.35638
H -0.78233 -3.61659 -5.87966
H 0.43325 -5.91717 -4.21767
H -0.89528 -4.85567 -3.67915
H 4.20621 -3.16759 -4.34102
H 3.47156 -4.16803 -3.05214
H 5.14061 -1.62901 -2.56420
H 5.79013 -3.25974 -2.46258
H 4.55524 -2.76473 -1.30888
*
```

frontier orbital gap (spin up / spin down) = 6.68 / 6.62 eV
LUMO (spin up / spin down) = -14.3 / -14.4 eV
molecular weight = 481.5 g mol⁻¹
DFT total energy = -57901.4987 eV



Entry 3:
Here is a cluster of 10 separate species, C38H99N3O14 in total in a non-equilibrium geometry from the Open Molecules 2025 dataset. Energies are from wB97M-V/def2-TZVPD.

The geometry in ORCA input format:
```
! wB97M-V def2-TZVPD RIJCOSX def2/J DEFGRID3
* xyz 0 1
C 11.36230 2.06019 -0.24517
O 10.07509 2.38336 -0.73143
C 9.88064 1.85286 -2.02303
C 8.41921 2.03266 -2.48300
N 7.45504 0.99688 -2.07434
C 7.35995 0.95716 -0.60956
C 6.23594 0.08308 -0.07312
O 5.09431 0.21323 -0.89798
C 4.04152 -0.61706 -0.42187
H 11.63592 1.00330 -0.33459
H 11.43206 2.34733 0.80319
H 12.13001 2.60990 -0.80604
H 10.11376 0.78344 -2.13901
H 10.53536 2.36102 -2.74777
H 8.59825 2.00631 -3.56680
H 8.04801 3.03493 -2.27148
H 7.91672 0.14592 -2.38979
H 7.14953 1.95892 -0.21852
H 8.28351 0.76798 -0.05062
H 6.09006 0.48028 0.93977
H 6.46146 -0.98908 -0.05128
H 3.79681 -0.24362 0.58202
H 4.32128 -1.66781 -0.34908
H 3.14783 -0.39423 -0.99862
C -0.37580 -0.65797 -6.86447
O -0.74174 -1.48864 -5.76989
C -0.36319 -0.88644 -4.52104
C -1.41102 0.02264 -3.90755
N -1.45678 1.34678 -4.51478
C -2.60934 2.10773 -4.10360
C -2.95302 3.22570 -5.08111
O -3.12040 2.67688 -6.37030
C -3.72815 3.57680 -7.27215
H -1.07678 0.06569 -7.28237
H -0.13898 -1.31971 -7.70889
H 0.61689 -0.23333 -6.69031
H 0.57983 -0.34596 -4.60471
H -0.26252 -1.70196 -3.80164
H -1.09142 0.11001 -2.85963
H -2.39861 -0.44254 -3.79568
H -1.21185 1.42262 -5.48399
H -2.51328 2.57901 -3.11722
H -3.50509 1.48963 -3.95539
H -2.18058 4.00251 -5.07535
H -3.88103 3.69206 -4.72890
H -3.58488 3.24651 -8.29891
H -3.30319 4.57363 -7.13039
H -4.81198 3.61195 -7.11749
C 6.92690 -2.63199 6.15139
O 5.81702 -3.38808 6.56624
C 5.54137 -4.46236 5.64891
C 4.25118 -5.08206 6.15012
N 3.01596 -4.46096 5.65371
C 2.99546 -3.00021 5.65631
C 1.68461 -2.44414 5.12281
O 1.98414 -1.10904 4.70807
C 0.92787 -0.50067 4.01784
H 7.14389 -1.87147 6.90186
H 6.70273 -2.17002 5.18223
H 7.89077 -3.14623 6.04374
H 6.34383 -5.20308 5.58026
H 5.51713 -3.97476 4.66712
H 4.28138 -5.14115 7.24356
H 4.18462 -6.11613 5.79317
H 2.26719 -4.76318 6.26638
H 3.85474 -2.53528 5.17644
H 3.15035 -2.58045 6.66404
H 0.96187 -2.32501 5.94200
H 1.21861 -3.00078 4.30489
H 0.14214 -0.23156 4.74326
H 0.44169 -1.15725 3.28633
H 1.24954 0.43680 3.56716
C -5.29806 -1.92554 3.02614
C -4.82339 -0.60669 2.47961
C -3.97946 0.24004 3.40808
O -4.20009 -0.77612 1.18683
H -4.50804 -2.45971 3.56328
H -5.74335 -2.56916 2.27198
H -6.00965 -1.66680 3.81733
H -5.71362 -0.00105 2.26141
H -3.09553 -0.21453 3.85926
H -4.61558 0.61968 4.21335
H -3.66131 1.18494 2.95836
H -4.76804 -1.38251 0.67249
C -6.21685 -4.03721 -1.87950
C -5.21839 -3.05591 -1.28671
C -4.29722 -2.38698 -2.32794
O -5.93657 -2.05244 -0.54608
H -6.66559 -4.48328 -0.99399
H -5.63664 -4.76644 -2.45196
H -6.91021 -3.55643 -2.56624
H -4.57586 -3.57841 -0.57005
H -4.84061 -1.83903 -3.10401
H -3.82296 -3.18277 -2.91170
H -3.52941 -1.75222 -1.88737
H -6.27132 -1.46376 -1.25132
C -2.71831 5.33830 -1.16338
C -2.52508 4.12033 -0.29659
C -2.35924 4.49927 1.18446
O -3.55632 3.12057 -0.37175
H -3.15329 5.05898 -2.12733
H -1.73125 5.68364 -1.47631
H -3.30871 6.08730 -0.63987
H -1.56966 3.62932 -0.52130
H -1.99164 3.64823 1.75427
H -3.31021 4.78453 1.63906
H -1.65739 5.33680 1.15939
H -3.08580 2.28027 -0.39239
C 2.76878 2.47820 1.16328
C 1.84059 3.58692 1.75294
C 2.39062 5.03644 1.85595
O 0.63597 3.65895 0.95739
H 3.70937 3.02183 1.04766
H 2.42346 2.12195 0.19829
H 2.84579 1.67841 1.89516
H 1.47353 3.27555 2.73206
H 1.52477 5.45209 2.37784
H 2.41462 5.51658 0.88156
H 3.26812 5.07812 2.49477
H 0.92375 3.80365 0.04848
C -1.79077 -3.73604 3.38470
C -1.34486 -3.66372 1.93113
C -1.64851 -5.01165 1.25263
O -2.02805 -2.66223 1.20502
H -1.04899 -4.29435 3.95851
H -2.74476 -4.25871 3.45381
H -1.85305 -2.72768 3.80280
H -0.28360 -3.39416 1.88055
H -1.28367 -4.99121 0.21988
H -2.69603 -5.26527 1.08195
H -1.13480 -5.79954 1.80856
H -2.78470 -2.23181 1.64040
C -6.09952 1.45299 -1.49076
C -7.10407 1.02291 -2.53737
C -6.43639 1.20457 -3.89232
O -7.45969 -0.36534 -2.33995
H -5.21979 0.80283 -1.49219
H -6.50549 1.40419 -0.47451
H -5.76038 2.48542 -1.56094
H -8.02326 1.58323 -2.33794
H -5.64719 0.48576 -4.11041
H -6.02241 2.21287 -3.87326
H -7.13673 1.10999 -4.72957
H -7.74395 -0.65773 -3.21310
O 0.04294 -1.39824 -0.83202
C 0.17898 -0.12937 -0.22236
C -1.08216 0.27869 0.50497
O -2.13717 0.36965 -0.48521
H -0.65702 -1.84504 -0.32902
H 0.92377 -0.09425 0.59119
H 0.49442 0.60566 -0.96279
H -1.07453 1.26721 0.98215
H -1.42623 -0.34084 1.33602
H -2.93373 0.01586 -0.06943
*
```

frontier orbital gap = 8.59 eV
LUMO = 0.7 eV
molecular weight = 822.2 g mol⁻¹
SMILES string = COCCNCCOC.COCCNCCOC.COCCNCCOC.CC(C)O.CC(C)O.CC(C)O.CC(C)O.CC(C)O.CC(C)O.OCCO
DFT total energy = -74140.4581 eV



Entry 4:
Here is a cluster of 2 separate species, C7H9NO in total in a non-equilibrium geometry from the Open Molecules 2025 dataset. Energies are from wB97M-V/def2-TZVPD.

The geometry in ORCA input format:
```
! wB97M-V def2-TZVPD RIJCOSX def2/J DEFGRID3
* xyz 0 1
N -1.67024 1.13914 2.15597
C -1.83826 0.41511 1.27782
C -2.12207 -0.40442 0.14142
C -0.99867 -1.19407 -0.73753
C -1.82817 -1.84720 0.12046
H -2.92133 -0.01221 -0.47530
H -0.89823 -1.08246 -1.79768
H -1.70122 -2.54760 0.91591
C 1.66683 0.50216 1.07943
C 1.07060 0.00521 -0.19752
C 1.21283 0.90031 -1.39579
O 0.87836 -1.25584 -0.34148
H 2.22754 1.44387 1.00272
H 0.88921 0.72109 1.79985
H 2.33154 -0.23487 1.53850
H 1.10391 0.37986 -2.34289
H 2.17238 1.41518 -1.40736
H 0.42498 1.65673 -1.33651
*
```

frontier orbital gap = 8.10 eV
LUMO = 0.0 eV
molecular weight = 123.2 g mol⁻¹
SMILES string = N#CC1C=C1.CC(C)=O
DFT total energy = -10937.1167 eV



Entry 5:
Here is the molecule C6H9P in a non-equilibrium geometry from the Open Molecules 2025 dataset. Energies are from wB97M-V/def2-TZVPD.

The geometry in ORCA input format:
```
! wB97M-V def2-TZVPD RIJCOSX def2/J DEFGRID3
* xyz 0 1
C 2.02378 -0.59801 -1.64983
C 0.83938 -0.05068 -1.68047
C -0.25994 -0.40991 -0.67379
P -0.06616 -2.01071 0.24888
C 0.13657 -0.28475 0.76439
C -1.16166 0.51369 1.56221
C -1.22699 1.81187 1.43917
H 2.61178 -0.17188 -2.41500
H 2.27954 -1.48430 -1.00024
H 0.42346 0.77001 -2.23366
H -1.29802 -0.18622 -0.85510
H -1.40158 -2.38108 0.55140
H 1.11756 -0.07946 1.19982
H -1.98624 -0.19459 1.58628
H -1.73125 2.47149 2.02890
H -0.30025 2.28453 1.12704
*
```

frontier orbital gap = 10.02 eV
LUMO = 1.1 eV
molecular weight = 112.1 g mol⁻¹
SMILES string = C=C[C@H]1P[C@@H]1C=C
DFT total energy = -15652.3282 eV